Entry 1:
110
Properties=species:S:1:pos:R:3:forces:R:3 method="wB97M-V/def2-TZVPD" total_charge=0 e_above_lowest_kcal_mol=9.1 lumo_ev=0.19 fmax_ev_per_a=0.7 homo_ev=-7.443 orbital_gap_ev=7.631
Ba -0.2313 0.0512 0.9845 -0.206 0.474 0.447
Cl -3.3940 -3.0698 1.9858 0.000 -0.002 0.004
C -2.1068 -2.5859 3.0510 -0.004 -0.007 -0.008
C -1.3107 -3.5901 3.5727 0.002 0.000 -0.001
C -0.2519 -3.2714 4.4095 0.004 0.002 0.003
C 0.0046 -1.9449 4.7021 0.016 0.001 -0.018
C -0.8088 -0.9560 4.1730 0.000 0.008 -0.067
Cl -0.3776 0.6963 4.5317 -0.038 0.007 -0.020
C -1.9187 -1.2150 3.3401 0.017 -0.010 -0.108
S -2.9180 0.0346 2.6468 0.062 0.016 -0.130
H -1.5300 -4.6188 3.3203 0.001 -0.002 0.000
H 0.3747 -4.0519 4.8190 0.001 0.000 0.000
H 0.8426 -1.6603 5.3222 0.000 -0.001 -0.001
C -1.1571 -4.7003 -0.4736 0.014 -0.017 0.002
As -0.1349 -3.0345 -0.4347 -0.027 0.030 -0.042
C 1.5001 -3.7803 0.3378 0.019 0.002 0.014
C 0.6034 -2.8905 -2.2583 0.002 0.007 0.000
C -0.2953 -2.5796 -3.4658 -0.001 0.020 -0.011
C -1.5532 -3.4435 -3.4884 -0.002 -0.026 -0.028
C -0.6924 -1.0907 -3.5417 -0.013 0.032 -0.030
As -1.5963 -0.1037 -2.0892 -0.134 -0.267 0.105
C -2.2872 1.3100 -3.2414 0.025 0.060 0.039
C -3.2908 -1.0514 -1.7917 -0.032 0.011 -0.116
C 0.5510 -2.8140 -4.7421 -0.028 0.002 0.010
As 1.1456 -4.5610 -5.4884 0.040 -0.010 0.013
C 1.1443 -5.8592 -4.0093 -0.008 0.013 0.020
C -0.5159 -5.1809 -6.3368 0.015 0.048 0.006
H -0.6705 -5.4414 -1.1081 0.008 0.000 -0.004
H -2.1757 -4.5311 -0.8132 0.000 -0.008 0.000
H -1.1993 -5.0736 0.5496 0.001 0.003 0.002
H 1.7167 -4.7531 -0.1057 -0.005 0.000 -0.005
H 1.3889 -3.8786 1.4168 -0.004 -0.002 0.001
H 2.3188 -3.0930 0.1301 -0.003 -0.007 0.004
H 1.1287 -3.8287 -2.4327 0.018 -0.064 -0.024
H 1.3672 -2.1100 -2.1660 0.007 -0.005 -0.001
H -2.2121 -3.2068 -2.6549 0.007 -0.005 -0.021
H -1.3110 -4.5036 -3.4282 -0.015 0.002 -0.021
H -2.1120 -3.2752 -4.4121 -0.003 0.000 -0.003
H -1.3246 -0.9552 -4.4249 -0.003 -0.002 0.004
H 0.2062 -0.4861 -3.6990 0.003 0.000 -0.004
H -2.8759 0.8826 -4.0531 0.001 0.001 -0.002
H -1.4441 1.8695 -3.6412 -0.002 0.003 -0.001
H -2.9141 1.9855 -2.6597 -0.006 -0.003 -0.002
H -3.7575 -1.3852 -2.7187 0.004 -0.001 -0.001
H -3.9594 -0.3538 -1.2849 0.002 0.002 -0.002
H -3.1440 -1.8986 -1.1214 0.005 0.008 0.003
H 1.4734 -2.2348 -4.6423 0.007 -0.021 -0.010
H 0.0248 -2.3823 -5.6014 -0.005 0.014 0.009
H 1.9918 -5.6871 -3.3469 -0.002 0.000 -0.005
H 1.2766 -6.8370 -4.4742 0.002 -0.001 0.012
H 0.2222 -5.8723 -3.4298 0.030 0.000 -0.006
H -0.8289 -4.4496 -7.0820 -0.002 0.001 0.003
H -1.3262 -5.3435 -5.6314 -0.049 0.001 0.059
H -0.3023 -6.1168 -6.8528 0.012 0.006 0.005
C -2.6101 3.0623 0.7778 0.014 -0.023 0.006
C -1.4470 3.4394 1.6293 0.054 0.080 -0.016
N -0.2519 2.8885 1.5908 -0.108 -0.073 -0.101
C 0.5170 3.5677 2.5125 -0.002 -0.071 0.048
C -0.2237 4.5321 3.1119 0.033 0.059 -0.060
N -1.4755 4.4504 2.5364 -0.032 -0.037 0.069
C -2.6131 5.2849 2.8762 0.000 -0.010 0.003
N -2.8208 5.3375 4.2921 -0.054 -0.023 -0.029
N -2.6819 6.5122 4.9565 0.120 -0.018 0.019
N -2.8942 6.3224 6.1991 -0.090 0.016 -0.019
C -3.1946 4.9880 6.3948 0.042 -0.014 0.004
C -3.5037 4.2818 7.5616 0.000 -0.002 -0.001
C -3.7443 2.9347 7.4288 0.001 0.005 0.003
C -3.6757 2.2900 6.1740 0.006 -0.026 0.003
C -3.3731 2.9689 5.0174 -0.006 -0.023 -0.008
C -3.1428 4.3389 5.1644 0.006 0.019 -0.012
H -2.2938 2.3179 0.0477 0.008 -0.002 -0.002
H -2.9931 3.9208 0.2229 0.000 -0.002 0.004
H -3.4182 2.6295 1.3694 -0.011 -0.007 0.006
H 1.5479 3.3075 2.6880 -0.004 -0.005 0.008
H 0.0024 5.2512 3.8800 -0.002 0.002 0.001
H -3.4909 4.8757 2.3779 0.011 -0.007 -0.005
H -2.4572 6.3125 2.5509 0.002 0.003 0.005
H -3.5459 4.7830 8.5188 0.000 0.000 0.000
H -3.9851 2.3462 8.3041 0.000 0.000 -0.002
H -3.8538 1.2239 6.1144 0.004 0.003 0.001
H -3.2960 2.4415 4.0740 0.028 -0.004 0.006
F 5.1612 -1.7894 -3.2572 -0.005 0.007 -0.001
C 5.0676 -0.8391 -2.3204 -0.007 -0.013 -0.002
C 4.8809 -1.1478 -1.0360 -0.001 -0.005 -0.002
N 4.7926 -0.1958 -0.0439 0.021 -0.008 0.005
C 4.1830 -0.5683 1.2224 -0.003 -0.009 -0.001
C 2.6578 -0.6005 1.0974 0.033 -0.054 -0.047
O 1.9936 -0.8110 2.1377 0.115 -0.002 0.043
O 2.1727 -0.4146 -0.0500 0.065 -0.041 -0.027
C 4.7755 1.1467 -0.3611 -0.013 -0.001 -0.008
O 4.5386 2.0263 0.4402 0.001 0.004 0.005
N 5.0730 1.4245 -1.6815 0.006 0.006 0.010
C 5.1419 0.5465 -2.7565 0.010 0.013 -0.028
O 5.2443 0.9453 -3.8956 -0.009 -0.003 0.014
H 4.7883 -2.1775 -0.7189 0.006 -0.003 0.001
H 4.4666 0.1488 1.9870 0.008 0.001 -0.003
H 4.5455 -1.5523 1.5199 -0.011 0.000 0.008
H 5.0952 2.4063 -1.9122 -0.004 0.006 -0.004
C 1.8298 4.0911 -0.9184 0.008 0.007 0.020
N 2.3751 3.4823 -2.1150 0.011 -0.029 0.000
C 3.4729 4.1614 -2.7660 -0.002 0.009 0.010
C 1.8027 2.3931 -2.6613 -0.005 0.029 -0.022
O 0.7935 1.8422 -2.2499 0.028 -0.045 0.067
H 1.3905 5.0665 -1.1459 0.001 0.001 -0.005
H 2.6236 4.2213 -0.1808 0.005 -0.013 -0.004
H 1.0644 3.4414 -0.5057 -0.005 0.005 -0.011
H 4.2697 4.3652 -2.0447 -0.003 -0.009 0.005
H 3.1527 5.1225 -3.1766 0.001 -0.005 -0.013
H 3.8667 3.5470 -3.5760 -0.002 0.001 -0.007
H 2.3458 2.0298 -3.5492 -0.004 -0.004 -0.004

***

Entry 2:
106
Properties=species:S:1:pos:R:3:forces:R:3 method="wB97M-V/def2-TZVPD" total_charge=+2 lumo_ev="-6.00 / -6.00" fmax_ev_per_a=14.6 homo_ev="-10.617 / -10.632" orbital_gap_ev="4.616 / 4.628"
Ce 0.0000 0.0000 0.0000 -0.623 2.944 0.266
C 1.9490 -0.5142 -4.9732 0.291 -0.331 0.091
C 1.0085 0.1309 -3.9999 0.652 -0.398 -0.944
C 0.0941 1.1107 -4.3214 -0.026 -0.020 0.045
C -0.5457 1.4030 -3.1326 0.290 0.552 0.525
N -0.0306 0.6298 -2.1554 0.391 1.968 -1.121
N 0.9143 -0.1458 -2.6759 1.151 -0.643 -1.462
B 1.7683 -1.1966 -1.8892 0.499 0.085 -0.465
N 0.8877 -2.3514 -1.3028 1.050 -1.579 -1.360
N -0.0645 -2.2101 -0.3874 -0.549 -1.431 0.066
C -0.6051 -3.4176 -0.1282 0.172 -0.353 -0.203
C 0.0277 -4.3677 -0.9100 -0.353 -0.037 0.311
C 0.9623 -3.6626 -1.6377 0.766 -0.281 -0.762
C 1.9031 -4.2676 -2.6363 0.291 0.171 -0.219
C -1.7270 -3.6265 0.8744 0.054 -2.413 -0.797
C -1.2488 -3.1592 2.2618 1.119 -7.514 3.647
C -2.9453 -2.7905 0.4402 -3.846 -4.297 -3.672
C -2.1421 -5.1104 0.9607 -0.137 -0.701 -0.056
N 2.6661 -0.5265 -0.7950 1.396 -0.665 -1.185
N 2.2255 0.1394 0.2669 1.666 1.039 0.838
C 3.2851 0.5702 0.9807 -0.326 0.149 0.039
C 4.4460 0.1648 0.3512 -0.025 -0.049 -0.011
C 4.0217 -0.5240 -0.7647 0.875 -0.348 -0.629
C 4.9297 -1.1621 -1.7729 -0.135 -0.223 -0.349
C 3.1903 1.3708 2.2671 -0.084 0.212 0.180
C 3.8692 0.5882 3.4069 0.322 -0.209 0.283
C 3.8948 2.7273 2.0776 0.147 0.460 -0.225
C 1.7136 1.6200 2.6400 0.680 4.753 1.708
C -1.6518 2.4235 -2.9319 -0.623 -0.280 0.619
C -1.1346 3.8207 -3.3227 0.250 0.564 -0.306
C -2.8571 2.0504 -3.8152 1.517 3.135 -2.423
C -2.1007 2.4494 -1.4555 1.553 5.972 -1.931
H 1.8068 -0.0928 -5.9908 0.043 -0.252 0.762
H 1.7562 -1.6063 -5.0128 0.310 0.579 -0.079
H 2.9972 -0.3320 -4.6583 -0.527 -0.252 -0.304
H -0.0824 1.5528 -5.2933 0.112 -0.119 0.166
H 2.5031 -1.6942 -2.6743 -0.036 -0.016 0.036
H -0.1596 -5.4325 -0.9511 0.075 0.226 -0.025
H 1.7427 -5.3641 -2.7089 0.053 0.786 0.110
H 2.9514 -4.0837 -2.3228 -0.540 -0.136 -0.370
H 1.7285 -3.8179 -3.6356 0.283 -0.313 0.518
H -0.9619 -2.0852 2.2406 5.843 -4.319 5.377
H -0.3648 -3.7493 2.5877 -0.136 -0.299 -0.195
H -2.0534 -3.2866 3.0180 0.523 -0.122 -0.351
H -2.6865 -1.7105 0.3890 -5.206 -0.451 -5.584
H -3.7818 -2.9110 1.1623 0.495 0.293 -0.403
H -3.2998 -3.1116 -0.5633 0.196 -0.284 0.215
H -1.2844 -5.7405 1.2817 -0.559 0.420 -0.197
H -2.5020 -5.4759 -0.0254 0.239 0.251 0.635
H -2.9630 -5.2452 1.6980 0.544 0.147 -0.465
H 5.4658 0.3468 0.6638 -0.178 -0.068 -0.144
H 5.9932 -1.0026 -1.4960 -0.790 -0.073 -0.130
H 4.7537 -0.7136 -2.7725 0.197 -0.411 0.477
H 4.7351 -2.2536 -1.8146 0.217 0.598 -0.166
H 4.9418 0.4067 3.1797 -0.697 0.033 0.172
H 3.3722 -0.3955 3.5531 0.404 0.399 0.061
H 3.8107 1.1554 4.3608 0.014 -0.321 -0.607
H 4.9678 2.5855 1.8258 -0.655 0.064 0.150
H 3.8367 3.3325 3.0081 0.010 -0.429 -0.550
H 3.4164 3.3026 1.2553 0.298 -0.338 0.500
H 1.1782 0.6568 2.7884 -0.087 9.629 4.128
H 1.1963 2.1885 1.8366 0.265 -0.329 0.288
H 1.6398 2.2060 3.5817 0.443 0.109 -0.549
H -0.8193 3.8435 -4.3880 -0.169 0.031 0.621
H -0.2618 4.1022 -2.6943 -0.559 -0.220 -0.357
H -1.9286 4.5859 -3.1823 0.473 -0.516 -0.076
H -2.5739 2.0405 -4.8898 -0.106 0.052 0.456
H -3.6816 2.7843 -3.6835 0.265 -0.542 0.062
H -3.2396 1.0419 -3.5458 1.931 5.294 -3.453
H -1.2512 2.7208 -0.7916 -0.297 -0.171 -0.313
H -2.4846 1.4533 -1.1443 3.033 9.537 -5.588
H -2.9107 3.1954 -1.3043 0.459 -0.084 -0.188
N 0.9685 -0.4160 2.1547 -3.547 -11.952 -2.507
N -0.1428 -0.1760 2.9829 1.059 -10.428 2.402
C -1.3845 -0.6664 2.6437 1.048 2.640 2.177
N -2.3622 -0.2921 3.5165 -0.165 -2.997 0.493
S -1.7534 -1.6353 1.3463 -0.862 14.455 1.677
H 1.1913 -1.4623 2.2150 -0.183 1.214 -0.210
H 1.7227 0.1506 2.4468 4.089 -3.672 -1.576
H -0.1342 0.6433 3.5862 1.040 -7.096 4.234
H -2.1223 -0.0784 4.4743 -0.178 -0.262 -0.075
H -3.2690 -0.7239 3.3753 0.181 0.029 0.061
Se -7.4192 2.9564 0.8550 2.905 -1.113 -0.321
N -6.5013 2.1250 -0.4429 0.306 -0.411 -0.844
C -5.2471 1.8335 -0.0543 -3.445 0.830 -0.827
C -4.3018 1.1843 -0.8607 -0.660 -2.361 -1.009
C -4.6050 0.7797 -2.1710 -0.444 -0.975 1.528
C -3.6394 0.1366 -2.9438 -2.561 -3.515 2.637
C -2.3760 -0.0998 -2.4056 -0.239 -2.131 3.742
N -2.0897 0.2943 -1.1375 -0.277 -9.937 -0.431
C -3.0044 0.9294 -0.3393 -5.546 -4.450 5.177
C -2.6875 1.3386 0.9953 -0.482 1.248 1.728
N -1.4525 1.1171 1.5459 0.186 1.993 -0.906
C -1.1374 1.4997 2.8106 -4.197 9.054 -1.500
C -2.0850 2.1443 3.6036 0.061 0.664 -1.009
C -3.3562 2.3925 3.0885 0.346 0.014 0.039
C -3.6748 1.9941 1.7801 1.970 -0.235 1.184
C -4.9426 2.2268 1.2287 -3.090 1.743 1.563
N -5.9503 2.8366 1.8779 0.664 -0.027 0.677
H -5.5840 0.9590 -2.5981 0.014 0.118 0.238
H -3.8690 -0.1768 -3.9539 -0.358 -0.995 0.245
H -1.6196 -0.5982 -2.9970 -0.194 -0.073 0.308
H -0.1480 1.3023 3.2009 -1.724 10.655 -4.000
H -1.8353 2.4497 4.6114 0.065 0.074 0.017
H -4.0856 2.8941 3.7126 -0.115 -0.038 -0.252
H 0.5764 2.0934 -0.1130 -0.255 -0.683 0.203